The following is a DFT calculation (ωB97M-V/def2-TZVPD) of a structure of composition C52H81Br6N3O30.

```
172
C52H81Br6N3O30, DFT ωB97M-V/def2-TZVPD
C -17.32657 3.40406 18.60911
C -17.02396 3.28137 19.99459
C -17.62114 4.10357 20.91902
C -18.57091 5.03025 20.50381
C -18.80803 5.20584 19.07713
C -18.16419 4.38480 18.11554
N -19.19731 5.98060 21.44481
O -18.87199 5.80286 22.62365
O -19.88934 6.93842 20.99568
H -16.81915 2.73184 17.93307
H -16.26248 2.54853 20.21705
H -17.29564 3.95426 21.93792
H -19.45095 5.99233 18.71041
H -18.24247 4.47256 17.04196
C -20.76093 11.43314 19.25604
C -21.59071 12.49579 19.44668
C -22.53962 12.38083 20.44870
C -22.65693 11.20712 21.23454
C -21.85560 10.10677 20.91920
C -20.90102 10.22424 19.90543
N -23.58745 11.12409 22.37894
O -24.00168 12.18080 22.88453
O -23.94063 10.01776 22.67831
H -19.93376 11.59001 18.57960
H -21.68310 13.36898 18.81786
H -23.23822 13.20072 20.52702
H -21.84673 9.14312 21.40673
H -20.34498 9.31849 19.71346
C -23.79018 6.37771 22.85788
C -22.91142 6.74820 23.87773
C -23.41094 7.42639 25.03140
C -24.76320 7.60217 25.21795
C -25.62753 7.16460 24.23607
C -25.19171 6.67250 22.98558
N -25.20964 8.28429 26.48142
O -24.38597 8.74134 27.24960
O -26.39539 8.41163 26.67233
H -23.55526 5.94593 21.89622
H -21.85867 6.52531 23.78590
H -22.78028 7.82325 25.81318
H -26.69138 7.34503 24.28173
H -25.94845 6.55876 22.22346
C -20.35050 14.90856 26.00720
C -21.66182 14.63238 25.31450
O -22.74224 14.96427 26.23844
C -23.33904 16.17132 26.24875
O -23.27929 17.04923 25.36323
O -23.98568 16.22890 27.43395
C -24.40752 17.47734 27.97453
H -20.18365 14.34147 26.92299
H -20.22645 15.94504 26.32093
H -19.54227 14.64275 25.32587
H -21.63825 13.54417 25.25677
H -21.69840 15.11962 24.34014
H -24.04200 18.41194 27.54907
H -24.05197 17.52291 29.00390
H -25.49337 17.41406 27.90361
C -14.74798 8.37975 20.40588
C -14.09272 7.89006 21.71219
O -14.92024 8.31283 22.79772
C -14.41242 8.50249 24.03237
O -13.27361 8.22167 24.37624
O -15.42697 8.96003 24.79544
C -15.25178 9.11511 26.16365
H -14.44019 9.38782 20.12809
H -15.83551 8.42431 20.46408
H -14.44022 7.73741 19.58078
H -13.06332 8.20677 21.87989
H -14.15266 6.80398 21.64180
H -15.02155 10.17828 26.23260
H -14.37397 8.63062 26.59121
H -16.16099 8.98667 26.75097
C -16.58054 0.27285 26.50270
C -18.01482 0.26376 25.86564
O -18.78291 1.38223 26.38011
C -19.17635 2.27385 25.48675
O -19.06193 2.20841 24.23994
O -19.72645 3.38729 26.10193
C -19.97664 4.59274 25.35492
H -16.49287 0.85267 27.42151
H -15.89343 0.73905 25.79656
H -16.15731 -0.65978 26.87578
H -18.52241 -0.55971 26.36798
H -17.93588 0.05695 24.79836
H -20.77366 4.34049 24.65546
H -19.07371 4.87866 24.81542
H -20.29558 5.45542 25.93986
C -26.90196 12.17349 31.70051
C -26.10550 13.33475 31.09263
O -25.74469 13.16719 29.68378
C -24.71661 12.48793 29.22246
O -23.91271 11.91566 29.94253
O -24.67041 12.67090 27.89705
C -23.64972 11.97345 27.17466
H -26.54476 11.25846 31.22804
H -27.88035 12.29601 31.23594
H -26.91375 12.09960 32.78794
H -25.19607 13.26844 31.68982
H -26.69073 14.24415 31.22903
H -23.70171 12.27562 26.12868
H -23.85928 10.90817 27.27148
H -22.66984 12.11627 27.63024
C -21.26033 14.05012 29.69508
C -21.90088 15.40161 29.97143
O -21.37565 15.86141 31.19789
C -21.72144 17.05723 31.68972
O -22.65424 17.73489 31.26586
O -20.95019 17.33145 32.73240
C -21.11707 18.63824 33.32356
H -21.56324 13.72432 28.69999
H -21.68659 13.24024 30.28711
H -20.18349 13.88936 29.64335
H -22.98871 15.44543 30.02455
H -21.59484 15.95781 29.08538
H -20.49128 19.36704 32.80844
H -20.65576 18.62182 34.31099
H -22.08469 19.13114 33.41768
C -15.26112 9.16058 30.78875
C -16.27223 8.74585 29.76731
O -16.54304 9.73539 28.83224
C -17.25887 10.79937 29.03821
O -17.94296 10.95183 30.06582
O -17.22375 11.53695 27.89984
C -17.72893 12.83118 28.00934
H -14.45503 9.56297 30.17523
H -14.88730 8.30213 31.34681
H -15.63786 9.92143 31.47233
H -17.11464 8.35938 30.34098
H -15.88221 7.89138 29.21427
H -17.73317 13.14243 26.96473
H -17.16838 13.51764 28.64389
H -18.75643 12.85281 28.37249
C -19.75027 8.77721 23.77510
C -18.88574 9.77121 24.59314
O -19.07252 9.63113 25.98568
C -19.98441 10.29627 26.66784
O -20.86379 11.05968 26.18574
O -19.87743 9.90993 27.92077
C -20.59319 10.46347 28.96441
H -20.78840 8.96058 24.05216
H -19.60164 7.80431 24.24357
H -19.56469 8.66220 22.70719
H -19.08605 10.82268 24.38728
H -17.82616 9.61157 24.39340
H -20.44905 11.52802 29.14895
H -20.42427 9.91549 29.89138
H -21.63531 10.26776 28.71187
C -16.73441 11.56007 18.76577
C -17.32549 11.44224 20.13034
O -16.50388 12.01042 21.18014
C -17.07598 12.34195 22.32956
O -18.28837 12.27656 22.59217
O -16.07562 12.76435 23.14750
C -16.47368 13.25915 24.46178
H -17.34355 11.02865 18.03458
H -15.80675 10.98776 18.76154
H -16.52684 12.54572 18.34923
H -17.71081 10.44852 20.35870
H -18.26534 11.99157 20.07552
H -16.49302 12.52472 25.26697
H -17.43947 13.76447 24.46176
H -15.79670 14.05739 24.76613
C -21.55134 6.68705 29.18093
Br -19.75638 6.93901 28.27328
Br -21.20934 6.10371 31.05832
Br -22.51088 5.18441 28.26161
H -22.12649 7.60711 29.07708
C -18.64151 9.09430 34.25267
Br -19.13116 9.16289 32.36710
Br -16.75913 8.59892 34.54172
Br -19.97149 7.95574 35.25302
H -18.66463 10.12192 34.61537
```

For the LUMO energy (spin up / spin down), the calculation gives 0.91 / 0.91 eV. As for the expectation value of S²: 0.767. The net charge is -1. The energy relative to the best compared isomer or geometry (same formula, charge and spin) is 0.00 kJ/mol. As for the spin multiplicity: 2. As for the HOMO-LUMO gap (spin up / spin down): 3.1582 / 6.7717 eV. The electronic energy comes out at -19895.250290 hartree.

Atom charges from the Mulliken analysis, given in e for atoms 1 to 2: -0.380, -0.644

---

The following is a DFT calculation (ωB97M-V/def2-TZVPD) of a cluster of 20 separate species, C52H82Cl2N21O2 in total.

```
159
C52H82Cl2N21O2, DFT ωB97M-V/def2-TZVPD
C -4.44921 1.52990 4.04557
C -4.92838 0.19507 3.28833
Cl -6.22909 -0.81099 4.14442
C -4.39474 -0.27568 2.02717
Cl -5.06142 -1.85105 1.36571
C -3.22521 0.57368 1.28658
C -3.45477 0.53931 -0.30402
C -4.19510 1.83976 -0.91397
C -3.29536 3.17290 -0.82706
C -4.22355 4.42432 -1.30973
C -3.78798 5.76625 -0.50112
O -3.96048 6.89009 -1.41369
C -1.96242 0.17590 -0.82023
C -1.08385 -0.29182 0.44816
N -1.84412 -0.01474 1.53267
C -1.51485 -0.21107 2.97768
C 0.04991 -0.59368 3.24638
O 0.21108 -0.48974 4.70857
C 0.39497 -2.12351 2.85131
N 1.45819 -2.67258 3.76950
H -3.56210 1.29493 4.75558
H -5.30513 1.92222 4.69635
H -4.14416 2.35574 3.31413
H -3.12848 1.68570 1.57321
H -4.06904 -0.33154 -0.72601
H -5.20859 1.94820 -0.37338
H -4.38502 1.62233 -2.03987
H -2.40800 3.03481 -1.54264
H -2.91926 3.42771 0.23084
H -5.33345 4.14256 -1.16137
H -3.99988 4.61844 -2.43076
H -2.70369 5.66724 -0.14832
H -4.50393 5.94097 0.39527
H -4.94707 6.99013 -1.50731
H -1.44453 1.17045 -1.11822
H -1.85060 -0.42857 -1.79996
H -0.03590 -0.76292 0.42434
H -2.17727 -0.96698 3.52624
H -1.66462 0.81999 3.49514
H 0.75007 0.18296 2.77619
H -0.38175 -1.19705 5.06224
H 0.84729 -2.13188 1.78821
H -0.59895 -2.71907 2.91730
H 1.96792 -3.36673 3.17566
H 2.18839 -1.94739 3.95486
C -1.65614 5.02391 -4.18541
C -1.98462 3.56060 -4.08302
N -2.24623 2.38976 -3.99959
H -2.56152 5.61885 -4.04923
H -0.93186 5.29651 -3.41474
H -1.23038 5.24180 -5.16632
C 2.62553 2.06537 -0.70970
C 2.31995 0.59599 -0.62476
N 2.07382 -0.57928 -0.55927
H 1.70176 2.64126 -0.62348
H 3.30051 2.35207 0.09866
H 3.09767 2.29352 -1.66468
C 6.32779 1.96853 -3.03395
C 5.42871 2.99886 -2.41288
N 4.68641 3.81220 -1.91353
H 5.73773 1.10600 -3.34393
H 6.82553 2.39122 -3.90725
H 7.08322 1.64451 -2.31462
C -7.97618 -2.54294 -1.26802
C -6.99547 -1.45289 -1.60190
N -6.21161 -0.58184 -1.86876
H -7.78683 -3.41781 -1.89264
H -7.87354 -2.82616 -0.21865
H -8.99481 -2.19241 -1.44470
C 4.51655 -4.97514 4.10474
C 5.97921 -5.27466 3.94854
N 7.14704 -5.52432 3.81518
H 4.34609 -4.42400 5.03109
H 4.16846 -4.37328 3.26269
H 3.94847 -5.90636 4.13521
C 3.57421 7.49280 -1.73675
C 2.10499 7.17392 -1.77536
N 0.93065 6.91749 -1.80906
H 3.78791 8.32525 -2.40995
H 3.87192 7.76914 -0.72345
H 4.15179 6.62160 -2.05190
C 2.84547 2.23349 -5.26334
C 4.29690 1.91094 -5.48734
N 5.45672 1.64593 -5.65971
H 2.72997 2.78984 -4.33102
H 2.46498 2.83835 -6.08811
H 2.26550 1.31051 -5.20172
C -8.58093 -3.27159 3.90369
C -8.57603 -4.70330 3.44486
N -8.57188 -5.84731 3.07855
H -9.18392 -2.66548 3.22493
H -9.00121 -3.20471 4.90909
H -7.56097 -2.88291 3.91742
C -0.93390 9.97345 -1.68217
C -0.43959 11.39194 -1.62083
N -0.04433 12.52550 -1.57154
H -1.66764 9.80119 -0.89259
H -1.40163 9.78450 -2.65017
H -0.09917 9.28274 -1.54940
C -4.75059 -5.43074 -0.78739
C -6.21714 -5.75426 -0.84976
N -7.38999 -6.01317 -0.89995
H -4.52379 -4.59492 -1.45295
H -4.47265 -5.15850 0.23249
H -4.16517 -6.29760 -1.09556
C -4.48551 -4.06171 -5.27406
C -3.34853 -4.00276 -4.29213
N -2.43063 -3.95338 -3.50843
H -4.10065 -3.98511 -6.29255
H -5.02111 -5.00680 -5.16550
H -5.17694 -3.23695 -5.09116
C 7.45941 6.34438 -2.52141
C 7.06524 6.80009 -1.14440
N 6.74987 7.16553 -0.03672
H 8.43908 5.86408 -2.48800
H 6.72382 5.62881 -2.89437
H 7.50567 7.19916 -3.19879
C 6.47846 -8.70804 1.14876
C 5.09675 -8.26277 1.53835
N 3.98929 -7.90934 1.84879
H 7.19203 -7.90116 1.32519
H 6.76970 -9.57725 1.74206
H 6.49806 -8.97564 0.09135
C 0.26012 14.31881 1.57530
C -0.14307 14.76794 2.95249
N -0.46553 15.12656 4.05278
H 1.24129 13.84218 1.61226
H -0.46860 13.60379 1.18930
H 0.30648 15.17733 0.90304
C -1.05104 2.30448 -8.01155
C -0.22880 3.27701 -7.21337
N 0.42819 4.05470 -6.57440
H -2.02006 2.15650 -7.53113
H -1.20803 2.69157 -9.02013
H -0.53391 1.34522 -8.07428
C 2.72383 -8.19738 6.95072
C 3.22719 -6.78218 7.01366
N 3.62966 -5.65125 7.06418
H 1.98921 -8.36541 7.74034
H 2.25500 -8.38182 5.98220
H 3.55461 -8.89296 7.08271
C 6.85768 -5.04570 -1.26685
C 7.00393 -6.51348 -1.55577
N 7.12118 -7.68650 -1.78609
H 7.53710 -4.75619 -0.46291
H 7.09542 -4.46607 -2.16083
H 5.83214 -4.82785 -0.96283
C -4.80598 -9.67854 0.93773
C -3.82475 -8.58899 0.60618
N -3.04037 -7.71780 0.34140
H -4.61652 -10.55183 0.31093
H -4.70372 -9.96338 1.98651
H -5.82441 -9.32698 0.76142
C 9.21237 -7.89835 6.11178
C 9.18469 -9.32792 5.64737
N 9.16208 -10.47016 5.27556
H 8.60651 -7.27988 5.44615
H 8.81209 -7.82905 7.12504
H 10.23844 -7.52606 6.10807
```

For the LUMO energy, the calculation gives -3.57 eV. The net charge is +1. As for the HOMO-LUMO gap: 8.4897 eV. The electronic energy comes out at -4250.644248 hartree.

Atom charges from the Mulliken analysis, given in e for atoms 1 to 2: -0.868, 0.543

---

The following is a DFT calculation (ωB97M-V/def2-TZVPD) of a structure of composition C52H84BN12O8Pb.

```
158
C52H84BN12O8Pb, DFT ωB97M-V/def2-TZVPD
Pb -4.61149 -1.27600 -3.00687
O 0.80430 1.27442 3.42363
C 0.40058 0.52667 2.55462
O 0.37336 0.72260 1.25449
B -0.36244 -0.37476 0.55628
O -0.74230 -1.31213 1.65865
C -0.39764 -0.84570 2.82915
O -0.68526 -1.37416 3.90431
O 0.55250 -0.95085 -0.44025
C -0.08366 -1.06456 -1.61110
O 0.32400 -1.67602 -2.62734
C -1.41542 -0.39905 -1.46282
O -1.48600 0.11319 -0.24383
O -2.27742 -0.26249 -2.35388
C -0.63262 -6.15496 0.83073
C -0.74868 -4.59215 0.58695
C -1.78772 -4.20420 -0.46217
C -1.73743 -5.06858 -1.62900
N -1.65878 -5.77232 -2.55491
H 0.19514 -6.36060 1.50943
H -0.45408 -6.69842 -0.09708
H -1.48590 -6.62094 1.32356
H 0.21647 -4.10098 0.46305
H -1.11890 -4.18457 1.52764
H -1.76660 -3.17062 -0.80768
H -2.78137 -4.32304 -0.03015
C -3.32372 2.75660 1.35967
C -4.04445 1.68732 2.20309
C -4.29571 0.37594 1.44250
C -4.72560 0.58367 0.04374
N -5.11918 0.71525 -1.04426
H -3.27536 3.68892 1.92230
H -3.88845 2.93698 0.44500
H -2.35184 2.38516 1.03474
H -5.02031 2.11383 2.43526
H -3.48813 1.47541 3.11617
H -5.10936 -0.15692 1.93457
H -3.42843 -0.28310 1.40250
C 3.01322 -1.95884 3.00107
C 2.80984 -3.44460 2.64684
C 3.12928 -3.76224 1.15213
C 4.56459 -3.65899 0.82386
N 5.71352 -3.62098 0.58052
H 4.04047 -1.59688 2.95802
H 2.64277 -1.81423 4.01595
H 2.42772 -1.35583 2.30705
H 1.78420 -3.76159 2.83565
H 3.33723 -4.10293 3.33719
H 2.59177 -3.11404 0.46000
H 2.74399 -4.73247 0.83861
C -4.55909 -5.34849 2.53676
C -4.10439 -3.91369 2.87687
C -2.88325 -3.77419 3.81595
C -2.94326 -4.42037 5.13555
N -3.00235 -4.94892 6.18330
H -5.44519 -5.33365 1.90217
H -4.75140 -6.02975 3.36561
H -3.83560 -5.87349 1.91305
H -5.02368 -3.43885 3.21974
H -3.96333 -3.35598 1.95103
H -2.68731 -2.73285 4.07151
H -1.98989 -4.15682 3.32237
C 2.35792 2.06286 -1.65609
C 2.25400 3.22867 -2.67390
C 3.51347 4.05351 -2.95729
C 4.68925 3.19525 -3.22928
N 5.57412 2.48913 -3.44718
H 3.08738 1.28834 -1.89293
H 1.39334 1.56696 -1.54753
H 2.66115 2.45223 -0.68421
H 1.50161 3.95423 -2.36473
H 1.92687 2.84542 -3.64044
H 3.80467 4.76710 -2.18651
H 3.36770 4.68427 -3.83422
C 2.34738 3.98379 5.89776
C 2.39491 5.35506 5.28545
C 2.94264 6.41025 6.28188
C 4.27640 6.09828 6.82974
N 5.33002 5.87201 7.29219
H 2.12752 3.14525 5.23699
H 1.64215 3.88707 6.72322
H 3.28764 3.73690 6.39076
H 1.35048 5.55321 5.04459
H 2.87029 5.41384 4.30634
H 2.33996 6.49864 7.18580
H 3.05810 7.38674 5.81151
C -0.86581 0.91577 -5.15992
C 0.03252 1.21277 -6.35284
C 0.60981 -0.07418 -7.02409
C -0.40771 -0.83917 -7.78889
N -1.21445 -1.45926 -8.34091
H -0.35078 0.47409 -4.30683
H -1.72105 0.28769 -5.40927
H -1.24174 1.90314 -4.89180
H 0.84980 1.84690 -6.00929
H -0.56752 1.78422 -7.06101
H 1.10118 -0.79761 -6.37347
H 1.38969 0.27218 -7.70226
C 3.59173 -1.49480 -3.09590
C 4.03668 -0.68587 -4.38859
C 4.82647 -1.51795 -5.45238
C 3.93061 -2.20561 -6.43139
N 3.27767 -2.75473 -7.23537
H 4.33432 -1.95955 -2.44730
H 3.01066 -2.30548 -3.53550
H 2.84129 -0.90223 -2.57265
H 4.56394 0.19193 -4.01502
H 3.19923 -0.16733 -4.85539
H 5.38095 -2.27480 -4.89755
H 5.56388 -0.86569 -5.92023
C -0.11794 4.53010 0.83600
C 1.33194 5.14048 0.96500
C 1.42616 6.66801 1.22911
C 0.64696 7.12416 2.41759
N 0.06960 7.44865 3.35878
H -0.65504 4.44645 1.78079
H -0.10135 3.48753 0.51842
H -0.78679 5.04940 0.14965
H 1.85474 4.87530 0.04606
H 1.92172 4.67302 1.75351
H 1.00025 7.24256 0.40655
H 2.44519 7.02102 1.38737
C -0.76290 -6.03113 -5.76830
C -0.08343 -4.65104 -5.88200
C -0.24788 -3.72415 -4.67525
C -1.61393 -3.20648 -4.39826
N -2.67022 -2.81353 -4.21275
H -0.76290 -6.64703 -6.66761
H -1.81179 -5.92462 -5.49153
H -0.27114 -6.58828 -4.97089
H -0.51849 -4.02895 -6.66419
H 0.97905 -4.76606 -6.09651
H 0.45093 -2.89222 -4.76266
H 0.16109 -4.17027 -3.76871
C 1.26016 0.42229 7.04110
C -0.21904 0.54550 6.69283
C -0.96218 -0.77499 7.18086
C -0.85345 -1.17305 8.54518
N -0.77358 -1.47975 9.61699
H 1.83149 1.26431 6.65035
H 1.71954 -0.44981 6.57575
H 1.36885 0.40320 8.12549
H -0.38623 0.71518 5.62918
H -0.71981 1.32771 7.26332
H -0.62365 -1.60894 6.56601
H -2.00403 -0.81550 6.86304
C -2.10117 3.35044 -2.20949
C -3.03615 4.11231 -3.17164
C -4.48235 3.53755 -3.28707
C -4.49312 2.15463 -3.77857
N -4.47872 1.09383 -4.21804
H -1.13571 3.85425 -2.16327
H -1.98036 2.29739 -2.46364
H -2.55338 3.42099 -1.22023
H -2.51837 4.19258 -4.12744
H -3.13833 5.14356 -2.83371
H -5.02209 4.19563 -3.96803
H -5.02448 3.61619 -2.34473
```

For the LUMO energy, the calculation gives -6.04 eV. The net charge is +1. The energy relative to the best compared isomer or geometry (same formula, charge and spin) is 427.80 kJ/mol. As for the HOMO-LUMO gap: 6.3077 eV. The electronic energy comes out at -3508.330962 hartree.

Atom charges from the Mulliken analysis, given in e for atoms 1 to 2: 1.483, -0.606